1.
{"formula": "C12H24ClF2GaO3PS", "method": "ωB97M-V with the def2-TZVPD basis set", "species": ["H", "C", "H", "H", "H", "Ga", "H", "H", "H", "F", "C", "H", "H", "C", "Cl", "O", "H", "H", "H", "H", "H", "H", "C", "C", "H", "F", "C", "C", "H", "H", "H", "C", "H", "H", "P", "H", "C", "S", "O", "C", "C", "C", "O", "H", "H"], "positions_angstrom": [[-3.79613, 0.62488, -0.14553], [0.33490, 2.49528, 1.19011], [-5.27768, 2.68935, 2.21197], [-1.14537, -0.72305, -2.35918], [1.34103, 0.08864, 4.03863], [-1.37953, 0.00845, 0.67744], [2.46553, 2.57761, 1.55989], [1.61881, -1.76177, -5.13691], [-0.75588, -0.01303, 3.20426], [-1.49704, -1.82379, 2.77764], [-3.39415, 0.18528, 0.77540], [-3.67212, 3.20386, 1.72346], [0.08616, 3.54248, 1.39622], [2.88847, -2.97617, -3.84644], [-0.19642, 2.04505, -1.50942], [3.48636, -0.96717, -4.78956], [-2.07426, -2.30002, -1.30179], [3.19569, -2.93952, -2.80202], [2.00597, 1.42881, 0.29722], [2.12712, 0.46161, 2.50287], [2.23371, -3.82635, -4.00357], [1.85619, -1.08553, -3.49811], [0.80090, -1.27600, 2.43254], [-0.63490, -0.74972, 2.39872], [-4.64774, 0.44018, 2.46154], [-4.02780, -1.09144, 0.86012], [1.78975, -0.35320, 3.14408], [-3.87371, 1.02892, 1.96304], [2.00428, 3.15375, -0.04372], [-4.73911, 2.44466, 0.55201], [2.68151, -0.90080, 3.45622], [4.42109, -1.88273, -5.10909], [-3.07215, 1.14895, 2.69959], [0.76166, -2.23699, 2.95457], [-0.94829, -1.45941, -1.17176], [1.16002, -1.49887, 1.42565], [-4.41846, 2.41733, 1.59592], [0.75336, -2.52750, -1.27115], [5.43578, -1.64410, -5.68956], [2.31419, -1.65046, -4.30307], [-0.71575, 1.89231, 0.23949], [1.78491, 2.41028, 0.72200], [4.05515, -3.10892, -4.68228], [0.26097, 1.97384, 2.14926], [-1.59704, 2.53503, 0.25327]], "atomic_forces_ev_per_a": [[-0.02, 0.00, 0.01], [-0.01, 0.09, -0.08], [0.03, 0.01, 0.03], [-0.03, 0.00, -0.01], [0.02, -0.04, 0.02], [-0.01, 0.11, 0.03], [-0.01, 0.03, -0.01], [-0.03, 0.00, 0.03], [0.02, -0.02, 0.04], [-0.07, -0.05, -0.01], [-0.02, 0.06, -0.10], [0.04, -0.04, -0.05], [0.09, 0.02, -0.02], [-0.03, 0.05, 0.10], [-0.03, 0.08, -0.02], [0.00, -0.01, -0.06], [0.00, -0.02, 0.01], [0.02, -0.03, -0.01], [0.00, -0.01, 0.03], [-0.07, 0.02, 0.02], [0.00, 0.01, -0.03], [0.06, 0.02, 0.01], [0.00, -0.05, -0.04], [0.06, 0.06, -0.05], [-0.04, 0.02, -0.05], [0.02, -0.04, 0.01], [0.03, 0.03, 0.00], [0.04, 0.00, 0.06], [-0.04, -0.05, -0.03], [-0.06, 0.00, 0.03], [0.00, 0.00, -0.04], [0.01, 0.00, 0.03], [-0.06, -0.05, 0.06], [-0.03, 0.04, 0.05], [0.19, -0.10, 0.03], [0.02, -0.05, 0.03], [0.01, 0.02, -0.06], [-0.11, 0.03, -0.04], [-0.02, -0.01, 0.00], [-0.02, -0.02, -0.02], [0.10, -0.01, 0.00], [0.04, -0.07, 0.02], [0.03, 0.01, -0.02], [-0.11, 0.00, 0.00], [-0.04, -0.07, 0.10]], "nbo_charge": [0.149, -0.426, 0.201, -0.022, 0.191, 1.179, 0.198, 0.173, 0.148, -0.410, -0.227, 0.199, 0.185, -0.098, -0.141, -0.496, -0.019, 0.203, 0.218, 0.203, 0.208, 0.239, -0.460, -0.226, 0.221, -0.412, -0.606, -0.448, 0.211, 0.201, 0.203, 0.969, 0.192, 0.212, 0.287, 0.227, -0.609, -0.768, -0.604, -0.105, -0.630, -0.613, -0.503, 0.203, 0.204], "e_tot_ev": -109435.42405, "charge": -1}

***

2.
{"formula": "C12H24F6GeN2PdSbSe", "method": "ωB97M-V with the def2-TZVPD basis set", "species": ["H", "C", "N", "F", "Pd", "H", "H", "Ge", "F", "H", "C", "H", "H", "C", "H", "H", "F", "C", "N", "C", "H", "C", "F", "Sb", "C", "H", "H", "H", "H", "Se", "C", "C", "F", "H", "H", "H", "C", "F", "H", "H", "C", "C", "H", "H", "H", "H", "H", "H"], "positions_angstrom": [[5.21596, -2.16445, 0.85535], [-0.93342, 2.35911, -2.13925], [-0.52904, 2.04417, -0.75352], [-1.73855, -3.77957, 0.85924], [0.43806, 0.21596, -0.57476], [-0.35919, 4.50661, -2.16140], [-1.31981, 2.10366, -0.11925], [-2.94553, -0.19052, 0.27732], [-1.70407, -1.10174, -1.92861], [-5.11509, -1.45166, 0.81515], [-2.58955, 0.40256, 2.12306], [3.17024, -1.04740, 0.03084], [-3.69530, -2.55150, 0.79449], [-3.92540, 1.27918, -0.62135], [-3.33254, 3.86070, 0.73160], [-2.19767, -0.43572, 2.69964], [1.22120, -1.58630, -0.37772], [5.23968, -1.10097, 0.64627], [-2.78951, 4.67892, 0.47717], [6.42359, 0.97985, 0.56771], [0.15832, 2.72622, -0.43389], [-4.18072, -1.70439, 0.30745], [0.21262, -5.58252, 1.02711], [-0.54863, -4.71576, -0.52430], [4.08642, -0.48285, 0.18370], [-4.40226, -2.00506, -0.71752], [-3.85795, 1.18262, -1.70498], [-0.12062, 2.00040, -2.78274], [-1.05322, -1.74312, -0.11456], [2.52642, 1.76140, -0.73249], [4.09385, 0.88804, -0.09138], [6.41352, -0.38145, 0.84212], [0.34746, -6.23685, -1.54122], [-2.36276, 4.47847, -0.42306], [-3.50430, 0.75736, 2.60392], [-1.84661, 1.20346, 2.15300], [-1.16079, 3.80757, -2.37472], [-2.14173, -5.80206, -0.77663], [-1.89436, 4.13365, -3.10150], [-3.58196, 2.27692, -0.33434], [-1.29228, -0.78447, -0.58049], [5.27425, 1.60686, 0.10579], [-4.98001, 1.19682, -0.34953], [7.32876, 1.56046, 0.71424], [7.30845, -0.87479, 1.20429], [5.28485, 2.67026, -0.10508], [-1.80884, 1.76636, -2.38742], [-2.03108, 4.73953, 1.14746]], "atomic_forces_ev_per_a": [[0.00, 0.00, 0.00], [0.02, 0.07, 0.08], [0.08, 0.11, 0.00], [0.01, -0.02, 0.02], [-0.18, -0.07, 0.06], [-0.04, -0.01, 0.17], [-0.05, 0.04, -0.12], [0.01, -0.25, 0.30], [0.05, 0.14, -0.07], [-0.01, -0.01, 0.00], [-0.02, 0.05, -0.03], [0.00, -0.02, 0.01], [0.02, 0.02, 0.00], [0.02, 0.05, -0.03], [0.02, 0.10, 0.03], [0.02, -0.01, -0.02], [0.25, 0.10, 0.01], [0.00, -0.03, 0.00], [-0.01, 0.05, 0.14], [-0.03, -0.01, -0.01], [0.02, -0.05, 0.04], [-0.03, 0.01, 0.01], [-0.07, -0.04, 0.00], [-0.05, -0.07, -0.02], [0.00, 0.04, -0.01], [-0.03, 0.01, -0.02], [0.00, 0.01, -0.03], [0.01, 0.02, 0.00], [0.02, 0.05, -0.04], [0.07, -0.01, -0.02], [-0.03, -0.01, 0.01], [0.01, 0.01, 0.00], [0.01, 0.02, 0.01], [-0.01, 0.00, -0.04], [-0.01, 0.00, 0.00], [0.01, -0.01, 0.00], [0.11, 0.03, -0.36], [0.02, -0.03, 0.04], [-0.08, -0.03, 0.07], [-0.02, -0.15, -0.15], [-0.12, -0.08, -0.09], [0.02, 0.02, 0.00], [0.00, 0.02, 0.04], [0.00, -0.01, 0.00], [0.00, -0.01, 0.00], [-0.01, 0.00, 0.00], [-0.02, -0.10, 0.02], [0.01, 0.01, 0.00]], "lowdin_spin": [0.000, 0.108, 0.021, 0.000, 0.003, 0.040, 0.001, 0.000, 0.000, 0.000, 0.000, 0.000, 0.000, 0.001, 0.000, 0.000, 0.001, 0.000, 0.027, 0.000, 0.001, 0.000, 0.000, 0.000, 0.000, 0.000, 0.000, 0.032, 0.000, 0.001, 0.000, 0.000, 0.000, 0.022, 0.000, 0.000, 0.696, 0.000, 0.042, 0.000, 0.000, 0.000, 0.000, 0.000, 0.000, 0.000, 0.002, 0.000], "charge": -2, "relative_energy_kcal_mol": 32.1, "spin_multiplicity": 2}